126
Properties=species:S:1:pos:R:3:forces:R:3 method="wB97M-V/def2-TZVPD" gap_ev=3.9 total_charge=+1 relative_energy_kj_mol=0.0 homo_energy_ev=-9.13 e_tot_ev=-260443.935
C -2.22195 -1.86762 0.66066 -1.1349 -0.9144 -0.5151
H -3.62404 -3.41295 1.30838 -0.1551 0.1809 0.0600
C 0.13886 -1.95432 1.50219 0.1266 -0.6187 -0.5340
P -2.54892 2.71332 1.79618 1.6117 1.1176 -0.2100
C -2.14685 4.87141 -1.68347 0.7104 -0.7596 -0.4955
H -3.28661 -4.81230 3.46076 -0.1061 -0.1545 0.1191
O 6.32580 2.98427 -0.93982 -0.1411 0.1064 -0.1001
N -1.75415 2.37535 -1.96913 0.8078 0.3817 0.0448
C 5.77018 2.38210 -3.75034 0.1052 -0.1641 -0.1136
H -6.31764 -3.66991 3.35108 0.0918 0.0319 0.0161
H 7.71349 1.44027 -3.46707 -1.1249 -1.0365 0.3866
N 6.81671 1.81106 -2.86454 0.4617 1.2742 0.3483
C 0.82854 1.81507 1.83047 0.7692 0.3457 0.0378
H -1.96327 -3.89419 1.32301 -0.0200 -0.1609 -0.0960
C -0.69700 2.05685 -0.96621 0.0770 0.0007 -0.3411
H 2.12497 -4.65438 -2.63833 1.6831 -0.1569 -0.4284
C -1.08299 -3.40134 -1.13534 0.0146 0.3589 -0.6076
K -3.72136 1.64944 5.46954 -3.5739 2.2909 3.7315
H 4.08702 4.07724 1.09295 0.1627 -0.0906 0.1655
H -4.50989 2.46688 0.57489 -0.0473 -0.1116 -0.2142
C 2.56632 -2.38616 1.53952 -0.1089 0.6001 0.0778
H 4.54077 -5.18677 -2.61326 0.0224 0.0056 0.0198
H 1.29991 1.93948 2.80373 -0.1908 -0.1264 0.2570
C -6.18268 -1.76485 2.32034 -0.5834 -0.3531 -0.2331
H -5.60771 -3.78425 1.72806 -0.0212 -0.0051 0.0449
O -0.55255 1.50428 -3.79383 0.3503 0.7534 0.3990
Cl 8.13092 -0.21807 -4.16623 0.1849 0.3047 -0.0713
H -0.24360 -2.87661 -1.58658 0.3270 0.1184 0.4801
N -3.58728 2.88883 0.46528 -0.5602 -0.5380 0.4010
C 1.41961 -1.85604 0.66369 0.5277 -0.3969 1.0092
H 4.93071 -6.18913 -4.02276 -0.0634 0.0096 -0.0233
H -7.05599 -1.34855 2.85209 0.2761 0.1944 0.1739
H 3.43042 0.31748 0.95360 -0.0171 -0.2405 0.2125
H 2.24753 -3.22896 2.14868 0.1016 -0.3006 -0.1325
H 2.80321 5.24435 1.31090 0.0521 0.1380 0.0185
C 2.73855 3.45075 -1.02801 -0.0262 -0.0183 0.3545
Cs -0.87817 5.18415 -4.34194 2.6737 5.3912 -5.6657
H -1.51501 -4.73913 3.53326 0.0803 -0.1789 0.1348
H -0.79223 -4.11988 -0.37162 0.0660 0.3279 0.4396
C 3.28444 1.32206 1.33794 0.0762 -0.0921 -0.4744
H -6.36591 -1.44402 1.26566 0.2947 0.1393 0.0713
H 6.14039 3.30422 -4.19065 -0.0239 0.0119 -0.0204
H -2.28485 -1.69240 -1.54684 0.1669 0.0272 -0.1411
C -2.22202 0.83274 1.90915 -1.7834 0.1077 0.1466
H 3.21869 2.50394 -1.26713 0.1832 -0.0619 -0.0171
Mg 0.41634 -5.57298 -2.38287 -0.3543 -1.1588 -0.3710
H -4.28285 0.66350 1.47272 -0.1333 -0.0474 0.0493
O -5.88030 5.98289 3.44651 -0.0291 -0.0638 -0.0597
C -0.95694 0.27866 1.10037 -0.4856 -0.6657 0.1436
C -0.81115 0.64224 -0.39120 -0.1124 0.6802 -0.2230
H -3.35754 -2.36467 3.48326 0.1509 0.4391 -0.1439
C -1.44198 3.70970 -2.46443 -1.8780 -1.1462 1.3381
C 3.98293 -7.26977 -2.38947 0.9188 0.9949 0.7492
H 1.66945 -0.82762 0.43257 -0.1616 0.0518 -0.4920
N -1.02306 -1.18445 1.09373 -0.1008 0.4103 0.6077
H 9.00016 3.31146 -2.70324 0.0745 -0.1264 0.0131
N -3.51996 0.02383 1.66911 2.6515 1.3179 -0.8232
H 1.38747 -2.50627 -0.20603 -0.2211 0.3766 -0.4334
H -3.11750 -3.04762 -0.85852 -0.1294 -0.0425 -0.2332
C 1.97338 1.91820 0.80721 -0.1659 0.3546 0.1611
C 8.59002 3.18766 -1.70130 -0.0857 0.3257 -0.3707
H -3.79126 3.88002 0.38130 0.0815 0.0962 -0.1169
C -2.20203 -2.46170 -0.78366 -0.1732 -0.3405 0.4872
H -4.41428 2.88740 2.85146 -0.5972 1.1178 0.7197
O 2.70251 -3.91384 -2.39218 -0.8903 0.5354 0.2205
C -2.63218 -3.06458 1.57375 1.4281 0.0815 0.2261
H 4.14677 1.88614 0.99189 0.0858 0.0895 -0.0549
C -1.56652 1.52921 -3.13630 -0.1895 -1.3038 -0.6293
H -4.36396 -1.54350 0.65743 0.0314 -0.1318 -0.0229
C 4.89100 -6.16524 -2.93277 0.0851 -0.1437 -0.1304
H -0.13495 -3.00383 1.41588 -0.2861 -0.0717 0.1371
H -1.81434 5.86957 -2.02361 -0.3764 -0.3798 0.3904
C 7.16896 2.74579 -1.74988 0.0442 -0.2683 0.2713
H 9.17154 2.42683 -1.17687 0.0065 -0.0476 -0.0603
H 4.09736 -7.25688 -1.28948 -0.2895 -0.0693 -0.0232
N -6.12789 5.01858 4.17705 0.2396 0.1325 -0.0398
H 8.65323 4.13151 -1.16735 0.0097 -0.0639 0.1443
C -6.36933 -3.28347 2.33194 -0.0832 -0.0138 -0.0433
H -1.55454 -2.34759 3.34250 -0.0390 0.3580 -0.1158
C 2.15010 3.40638 0.40040 0.5242 -0.3756 -0.3825
H 5.57663 1.64687 -4.52737 0.0768 0.0133 -0.0489
C -3.45693 -0.95897 0.56562 0.3455 0.6169 0.0286
H 1.17483 3.89225 0.34923 -0.1387 -0.0268 0.2234
O -4.95804 -1.39560 2.83892 -0.1507 0.2048 1.0557
O -6.53242 5.15496 5.33197 0.0584 -0.0688 0.0203
H -3.34541 0.37644 -2.74328 -0.0492 -0.0956 0.0823
H 0.07088 0.09224 -0.70439 0.1194 -0.1276 0.0918
C -2.72378 0.69260 -3.57503 -0.3211 0.1912 0.3205
H -3.49563 -0.44169 -0.39014 0.0520 0.2737 -0.0155
H 3.49433 4.22687 -1.10882 -0.0379 0.1937 -0.2377
Br -2.53574 -3.96727 5.67649 0.0817 -0.1103 0.1332
H -0.66025 2.87778 -0.25740 -0.2853 -0.1276 0.3081
H 6.40295 1.00944 -2.38970 0.4028 -0.4442 -0.3585
H -3.92217 -0.56275 2.51508 -1.6982 -0.9240 0.0018
H -1.87619 4.79701 -0.63612 -0.0983 0.0064 0.1704
H -3.36113 1.31429 -4.20794 -0.1109 0.1012 -0.0099
H 0.40699 -1.86066 2.55388 -0.1197 0.5224 0.1240
H 0.17880 2.68061 1.72648 -0.5204 -0.2757 -0.1027
H -0.34752 3.90478 -2.50441 -0.3326 -0.7836 0.4883
H 1.72700 1.38562 -0.11000 -0.2604 -0.1024 0.0203
C -2.43561 -4.21048 3.75845 -0.0355 0.3066 -0.3512
C -2.47696 -2.84886 3.07191 -0.3101 -0.9635 0.4549
H 1.94943 3.59299 -1.76569 0.0353 0.1308 -0.1771
O 2.68256 -7.22734 -2.81953 -2.0304 0.6910 -0.1149
H 3.44753 -2.62818 0.95441 0.0652 -0.2272 -0.0353
C 3.04293 4.18496 1.37048 -0.3765 0.2061 -0.1798
H 2.90017 3.87658 2.40248 0.0489 -0.0250 0.1328
H 0.24399 2.11289 -1.52070 0.1894 -0.0156 0.1278
F -1.53157 -4.23585 -2.22290 2.0178 -0.9521 0.3970
H -2.39159 -0.13869 -4.18419 0.0755 -0.1518 0.0169
O 0.15128 0.56349 1.90707 0.3721 0.1459 -0.4663
H -3.21276 4.73784 -1.82337 -0.1938 0.2504 0.1799
H 5.91074 -6.29104 -2.56177 -0.0141 -0.0557 0.0036
H 2.85001 -1.59957 2.23773 0.0795 -0.0079 0.1670
H 3.32662 1.30314 2.42258 -0.0228 -0.0427 0.1283
H -1.62149 0.16390 -0.92910 -0.2373 -0.0964 0.1673
H 4.46754 -8.22483 -2.66918 -0.5784 -0.1465 -0.2549
Br -3.67823 -4.29934 -3.53699 -0.7037 0.0038 -0.5651
H -7.34392 -3.55879 1.91981 0.0215 0.0236 -0.0035
H -1.80813 3.71797 -3.53046 -0.9047 -2.2672 3.1240
H -2.81904 1.06358 4.29006 2.4058 -1.7113 -3.9084
H 4.87320 2.56012 -3.16509 -0.0271 0.1248 0.0163
O -5.94092 3.83992 3.72324 0.0982 -0.7953 -0.0451
S -1.73089 0.60569 3.67933 0.8737 -0.3600 -0.4263
H 2.78939 -3.39848 -3.20713 0.0802 -0.0352 -0.0002
O -3.49446 3.15435 3.05665 0.1851 -1.7057 -0.2887